1.
C4H12N2OS | wB97M-V/def2-TZVPD

Each line ends with the Mulliken charge.
CARTESIAN COORDINATES (ANGSTROEM)
N 0.41647 0.75094 -2.30583  -0.640
C 0.35084 -0.10460 -1.12786  0.111
C -0.73975 -1.14542 -1.36805  -0.483
S -0.17460 -2.60931 -2.31032  -0.272
C 0.15531 0.64612 0.17450  -0.956
N 0.47094 -0.21373 1.32084  -0.327
C 0.36970 0.52268 2.56892  -0.456
O -0.95869 0.97965 2.85584  -0.537
H 1.08771 1.51298 -2.19843  0.262
H -0.48899 1.17250 -2.46698  0.255
H 1.30893 -0.62167 -1.05386  0.379
H -1.54668 -0.68749 -1.94426  0.366
H -1.12123 -1.53887 -0.43594  0.277
H 0.84359 -2.01141 -2.93583  0.136
H 0.82607 1.50304 0.17721  0.390
H -0.86605 1.03299 0.28002  0.257
H -0.27512 -0.90501 1.37898  0.209
H 0.70599 -0.11141 3.38864  0.378
H 0.97883 1.41555 2.46130  0.323
H -1.34327 0.41246 3.54111  0.325

Largest force on an atom   0.7 eV/A
HOMO-LUMO gap   9.6 eV
SMILES   N[C@H](CS)CNCO
ΔE to the lowest compared entry with this formula, charge and spin   98.0 kJ/mol

2.
C14H28N6O6Y | wB97M-V/def2-TZVPD

Each line ends with the Mulliken charge.
CARTESIAN COORDINATES (ANGSTROEM)
O 1.49958 2.87653 -4.18513  -0.516
H 1.99301 3.63612 -4.52728  0.292
Y 0.88749 -0.05916 -0.23569  0.212
N 0.78795 -2.30506 -0.57208  0.621
N -0.33315 -0.43230 -2.04356  1.108
N 1.91997 -0.01584 1.70855  0.417
N 1.22194 2.07005 0.10791  0.265
O 1.20487 -3.08814 0.39503  -0.810
O 2.12159 -1.13118 2.56426  -0.492
O 0.67348 3.15369 -0.68753  -0.488
O -0.99783 0.55708 -2.57721  -0.769
C -0.69863 -1.75344 -2.32550  0.434
C -0.11956 -2.75252 -1.51577  0.080
C 1.86474 1.20575 2.26320  0.469
C 1.42141 2.30680 1.42242  0.915
C -0.39090 -4.19260 -1.54391  -1.448
H -0.80027 -4.56242 -0.60621  0.263
H 0.52774 -4.73818 -1.73862  0.303
H -1.09609 -4.37992 -2.33626  0.387
C -1.65854 -1.91962 -3.41620  -1.499
H -1.24974 -1.43623 -4.30197  0.310
H -2.60651 -1.42831 -3.19554  0.269
H -1.82970 -2.96365 -3.63016  0.428
C 2.28052 1.39790 3.66491  -1.632
C 1.29155 3.68059 1.94478  -1.729
H 2.90131 0.56774 3.98901  0.447
H 1.44718 1.49690 4.36317  0.335
H 2.86091 2.31347 3.74403  0.454
H 0.57839 4.22451 1.33300  0.469
H 2.25735 4.18746 1.88532  0.371
H 0.97547 3.72689 2.98679  0.424
H 1.94366 -1.93065 1.99759  0.370
H 0.19802 2.73654 -1.44624  0.335
C 2.40738 1.91591 -3.63132  -0.329
H 1.86027 0.97017 -3.68152  0.091
H 2.64854 2.15984 -2.58637  0.081
H 3.35985 1.79726 -4.17729  0.393
O 3.22314 -0.78965 -0.68683  -0.696
H 3.69238 -0.61650 0.14183  0.307
H 3.18230 -1.74605 -0.86586  0.334
C -4.64398 1.18302 0.83562  -1.271
C -3.40218 0.42392 1.08025  0.655
C -3.16733 -0.63442 1.95612  -1.181
C -1.83243 -1.02008 1.79170  0.222
N -1.25005 -0.20781 0.87502  0.373
N -2.23702 0.65157 0.45757  -0.058
C -1.13112 -2.13324 2.45558  -0.880
H -5.44679 0.50844 0.49126  0.313
H -5.00136 1.65903 1.76520  0.310
H -4.52722 1.97212 0.08139  0.314
H -3.87348 -1.08788 2.62427  0.504
H -2.08430 1.28010 -0.31440  0.194
H -1.07575 -1.96684 3.54554  0.291
H -1.66599 -3.08176 2.27753  0.281
H -0.11203 -2.28596 2.07961  0.155

Charge   +1
Largest force on an atom   4.4 eV/A
HOMO-LUMO gap (spin up / spin down)   4.3 / 4.3 eV
ΔE to the lowest compared entry with this formula, charge and spin   9.5 kJ/mol